Record 1
The following is a quantum chemistry calculation of a 5-piece molecular cluster, C46H36BrFN6O10S overall, from the Open Molecules 2025 dataset.

```
101
Properties=species:S:1:pos:R:3:mulliken_charge:R:1
C -2.4081 -1.6029 -0.1096 -1.581
C -1.0558 -1.7636 -0.7551 1.770
C -0.8693 -1.4099 -2.0812 -1.379
C 0.3644 -1.5398 -2.7044 -0.540
C 1.4349 -2.0482 -1.9882 -1.126
C 1.2574 -2.4122 -0.6635 -0.594
C 0.0287 -2.2632 -0.0248 1.064
C -0.1116 -2.6566 1.4225 -2.015
C -0.4839 -1.5589 2.3908 0.255
C -1.4583 -1.7560 3.3674 0.021
Br -2.4264 -3.3849 3.5107 -0.200
C -1.7858 -0.7946 4.3028 -0.926
C -1.1185 0.4186 4.3328 1.069
C -0.1379 0.6461 3.3770 0.448
C 0.1546 -0.3173 2.4236 0.451
C 1.2533 0.0391 1.4580 -0.681
O 2.4163 -0.1139 1.7186 -0.606
N 0.8497 0.5480 0.2013 0.406
C 0.1274 1.7424 0.1344 0.482
O 0.5194 2.7963 -0.2564 -0.558
F -1.1521 1.5601 0.5285 -0.189
S 0.7518 2.1719 3.3957 -0.226
C -0.5353 3.2264 3.9929 0.752
C -0.5872 4.5507 3.5905 -0.682
C -1.5448 5.3936 4.1209 -0.633
C -2.4627 4.9169 5.0471 -0.552
C -2.4235 3.5857 5.4144 -0.879
C -1.4646 2.7277 4.8955 0.435
N -1.4293 1.3788 5.3062 -0.318
H -2.4237 -0.7404 0.5549 0.214
H -3.1615 -1.4748 -0.8828 0.532
H -2.6706 -2.4929 0.4611 0.254
H -1.7052 -1.0328 -2.6528 0.445
H 0.4640 -1.2615 -3.7436 0.751
H 2.3958 -2.1651 -2.4680 0.385
H 2.1102 -2.8104 -0.1272 0.395
H 0.8424 -3.0731 1.7535 0.331
H -0.8317 -3.4662 1.4844 0.668
H -2.5607 -0.9873 5.0311 0.319
H 1.6395 0.5869 -0.4334 0.290
H 0.1334 4.9067 2.8687 0.432
H -1.5834 6.4319 3.8252 0.405
H -3.1920 5.5987 5.4605 0.563
H -3.1453 3.1996 6.1231 0.300
H -2.2659 1.1298 5.8118 0.243
C -5.7783 11.1120 3.4158 -0.441
C -5.8556 9.7698 3.0683 -0.444
C -5.4660 8.7944 3.9717 -0.351
C -5.0064 9.1895 5.2143 0.190
C -4.9161 10.5195 5.5800 -0.387
C -5.3067 11.4857 4.6675 -0.400
N -4.6060 8.1584 6.1846 1.029
O -4.6758 6.9959 5.8294 -0.655
O -4.2285 8.5214 7.2765 -0.602
H -6.0874 11.8700 2.7085 0.374
H -6.2212 9.4807 2.0930 0.376
H -5.5200 7.7475 3.7139 0.460
H -4.5492 10.7960 6.5568 0.447
H -5.2447 12.5313 4.9350 0.371
C -0.2374 -5.0188 -8.6416 -0.498
C -0.3041 -5.7043 -7.4327 -0.540
C -0.6451 -5.0343 -6.2726 -0.265
C -0.9221 -3.6808 -6.3488 0.014
C -0.8564 -2.9814 -7.5349 -0.278
C -0.5062 -3.6616 -8.6900 -0.431
N -1.2846 -2.9590 -5.1210 1.105
O -1.2986 -3.5817 -4.0816 -0.593
O -1.5365 -1.7710 -5.2212 -0.618
H 0.0305 -5.5482 -9.5466 0.388
H -0.0871 -6.7629 -7.3956 0.387
H -0.6924 -5.5513 -5.3263 0.464
H -1.0686 -1.9236 -7.5647 0.451
H -0.4436 -3.1285 -9.6283 0.401
C 5.2894 0.5357 -5.8267 -0.419
C 4.9629 -0.4165 -4.8700 -0.560
C 4.0257 -1.3955 -5.1566 -0.226
C 3.4336 -1.4005 -6.4059 0.084
C 3.7399 -0.4603 -7.3716 -0.323
C 4.6772 0.5152 -7.0733 -0.501
N 2.4480 -2.4474 -6.7168 1.043
O 2.1788 -3.2429 -5.8400 -0.591
O 1.9516 -2.4567 -7.8267 -0.558
H 6.0243 1.2966 -5.6001 0.386
H 5.4388 -0.3987 -3.8995 0.406
H 3.7625 -2.1420 -4.4223 0.480
H 3.2572 -0.4883 -8.3368 0.456
H 4.9308 1.2593 -7.8154 0.374
C 4.1820 -6.6121 4.7145 -0.407
C 4.8838 -5.4575 4.3941 -0.465
C 4.8342 -4.9484 3.1064 -0.357
C 4.0740 -5.6116 2.1616 0.170
C 3.3707 -6.7643 2.4567 -0.360
C 3.4298 -7.2654 3.7469 -0.467
N 3.9997 -5.0630 0.7969 1.038
O 4.6392 -4.0586 0.5576 -0.607
O 3.2978 -5.6424 -0.0056 -0.596
H 4.2199 -7.0033 5.7224 0.380
H 5.4687 -4.9499 5.1483 0.377
H 5.3734 -4.0508 2.8440 0.457
H 2.7873 -7.2599 1.6956 0.459
H 2.8851 -8.1650 3.9977 0.377
```

The SMILES is Cc1ccccc1Cc1c(Br)cc2c(c1C(=O)NC(=O)F)Sc1ccccc1N2.O=[N+]([O-])c1ccccc1.O=[N+]([O-])c1ccccc1.O=[N+]([O-])c1ccccc1.O=[N+]([O-])c1ccccc1. Its HOMO-LUMO gap is 6.99 eV.

---

Record 2
The following is a quantum chemistry calculation of C46H37BrF6IrN3O2P2S2 as an isolated structure in a non-equilibrium geometry, from the Open Molecules 2025 dataset.

```
100
Properties=species:S:1:pos:R:3:mulliken_charge:R:1
Ir -1.3034 1.3279 -0.5576 1.564
S -1.9409 2.3172 1.4813 -0.510
C -0.8642 1.5615 2.5785 0.111
N -0.4441 2.1440 3.6646 0.140
C 0.5087 1.4566 4.5513 -0.570
C 0.1763 -0.0098 4.5917 -0.994
N 0.1685 -0.5310 3.2203 0.289
C 0.7474 -1.8752 3.0059 -0.585
C 2.2177 -1.8700 3.3329 0.156
C 3.0842 -1.0825 2.5763 -0.118
C 4.4338 -1.0449 2.8860 -1.005
C 4.9258 -1.7999 3.9451 -0.522
C 4.0672 -2.5897 4.6939 -0.670
C 2.7113 -2.6210 4.3915 -0.158
C -0.2987 0.2077 2.2496 -0.304
S -0.2587 -0.2728 0.6256 0.302
C -0.7450 3.5626 4.0029 -1.620
C 0.5189 4.3732 3.9014 0.723
C 1.3106 4.6184 5.0184 -0.267
C 2.4926 5.3318 4.8878 -0.698
C 2.8860 5.7995 3.6412 -0.502
C 2.0961 5.5607 2.5246 -0.687
C 0.9124 4.8519 2.6542 -0.175
H 0.4136 1.8956 5.5420 0.564
H 1.5253 1.6341 4.1938 0.334
H -0.7974 -0.1909 5.0542 0.346
H 0.9394 -0.5513 5.1469 0.479
H 0.5734 -2.1533 1.9686 -0.047
H 0.1948 -2.5708 3.6405 0.476
H 2.7029 -0.5043 1.7392 0.674
H 5.1067 -0.4300 2.3025 0.501
H 5.9808 -1.7733 4.1828 0.437
H 4.4496 -3.1807 5.5151 0.437
H 2.0414 -3.2415 4.9763 0.461
H -1.1845 3.5752 5.0000 0.497
H -1.4856 3.9173 3.2940 0.702
H 0.9927 4.2847 6.0008 0.430
H 3.0995 5.5344 5.7599 0.416
H 3.8042 6.3629 3.5427 0.412
H 2.3948 5.9333 1.5540 0.460
H 0.2968 4.6682 1.7804 0.405
C -1.1972 -5.6746 -5.3694 -0.543
C 0.0755 -5.2994 -4.9649 -0.792
C 0.2502 -4.1571 -4.1989 -0.398
C -0.8616 -3.3953 -3.8440 0.545
C -2.1427 -3.7660 -4.2618 -0.844
C -2.3060 -4.9103 -5.0194 -0.801
P -0.6671 -1.8954 -2.9222 1.998
C 0.9161 -1.8542 -2.1131 0.317
C 1.7803 -0.7952 -2.3961 -0.455
C 3.0308 -0.7455 -1.7953 -0.709
C 3.4176 -1.7525 -0.9268 -0.637
C 2.5700 -2.8256 -0.6623 -0.901
C 1.3243 -2.8891 -1.2548 -0.206
C -0.9502 -0.4683 -3.9643 0.264
C -0.5265 -0.6128 -5.2692 -0.407
C -0.8270 0.3547 -6.2378 -1.176
C -1.6457 1.3998 -5.9140 -0.864
C -2.1432 1.5603 -4.6021 1.431
C -3.0605 2.6135 -4.3089 -1.095
C -3.6125 2.7475 -3.0785 -1.315
C -3.1850 1.8770 -2.0360 -0.747
C -2.1693 0.9665 -2.2673 1.447
C -1.7313 0.6634 -3.5879 -0.896
H -1.3294 -6.5689 -5.9636 0.432
H 0.9332 -5.8967 -5.2421 0.462
H 1.2426 -3.8660 -3.8782 0.437
H -3.0057 -3.1656 -3.9980 0.388
H -3.2945 -5.2085 -5.3406 0.460
H 1.4911 -0.0146 -3.0855 0.402
H 3.6897 0.0824 -2.0124 0.544
H 4.3962 -1.7177 -0.4645 0.507
H 2.8922 -3.6219 -0.0040 0.516
H 0.6755 -3.7302 -1.0646 0.591
H 0.0215 -1.4985 -5.5685 0.568
H -0.4543 0.2358 -7.2455 0.472
H -1.9421 2.1161 -6.6698 0.489
H -3.3485 3.2754 -5.1157 0.467
H -4.3818 3.4810 -2.8827 0.505
H -3.7099 1.9187 -1.0805 0.615
Br -4.0676 -2.4220 4.1011 -0.111
C -3.9751 -1.8394 2.3140 -0.223
C -4.6621 -0.6921 1.9195 -0.286
N -4.6203 -0.2200 0.6790 -0.459
C -3.8753 -0.8623 -0.2126 -0.739
C -3.1407 -1.9993 0.1020 0.442
C -3.2078 -2.5169 1.3912 -0.618
C -2.1790 -2.6079 -0.8354 0.353
O -1.5839 -3.6291 -0.6771 -0.578
O -1.9239 -1.7657 -1.9058 -0.129
H -5.2620 -0.1434 2.6363 0.453
H -3.8621 -0.4586 -1.2167 1.114
H -2.6496 -3.4057 1.6554 0.699
F 0.3569 1.6393 -1.7389 -0.558
P 0.9536 3.4100 -2.0882 1.420
F 2.2729 2.6643 -2.5636 -0.365
F 0.3042 3.1742 -3.5194 -0.322
F 1.4684 3.3564 -0.5768 -0.353
F -0.4814 3.8823 -1.5401 -0.420
F 1.4689 4.8479 -2.3746 -0.275
```

The charge is +2. As for the energy relative to the best compared isomer or geometry (same formula, charge and spin): 58.05 kJ/mol. Its HOMO-LUMO gap is 6.40 eV.

---

Record 3
The following is a quantum chemistry calculation of a 7-piece molecular cluster, C46H38F11O6P overall in a non-equilibrium geometry, from the Open Molecules 2025 dataset.

```
102
Properties=species:S:1:pos:R:3:mulliken_charge:R:1
C -4.2134 4.6049 0.4619 -0.568
O -5.2003 4.0623 -0.3920 -0.395
C -4.7993 4.0241 -1.7274 -0.709
C -3.7792 2.9489 -1.9977 0.456
C -3.6428 1.8874 -1.2026 -0.431
C -2.5995 0.9025 -1.5706 -0.151
O -2.7416 -0.2927 -1.5195 -0.538
C -1.3392 1.5588 -2.1041 1.467
P 0.2019 0.8170 -1.5108 1.142
O -0.0912 0.0066 -0.3186 -0.948
O 1.2926 1.9241 -1.1873 -0.436
O 0.7636 -0.0561 -2.6965 -0.566
C -1.4770 2.6144 -2.9160 0.050
C -0.3282 3.3971 -3.5076 0.537
F 0.6787 2.6210 -3.9152 -0.269
F -0.7902 4.0607 -4.5915 -0.313
C 0.2005 4.5025 -2.5118 0.714
F 1.5076 4.3785 -2.2787 -0.224
F -0.0139 5.7322 -3.0164 -0.292
F -0.4897 4.4143 -1.3568 -0.147
C -2.9056 3.0387 -3.1923 -0.439
O -3.3133 3.3563 -4.2822 -0.574
H -4.1360 5.6819 0.3486 0.337
H -4.5297 4.4027 1.4758 0.285
H -3.2433 4.1362 0.3250 0.136
H -5.6764 3.8158 -2.3314 0.321
H -4.4353 4.9993 -2.0504 0.427
H -4.2721 1.7307 -0.3452 0.642
H 1.0311 2.3507 -0.3565 0.372
H 1.3412 -0.7265 -2.3088 0.326
F 4.7911 -3.1900 2.4787 -0.325
C 3.7970 -3.2703 1.5643 0.547
C 3.7233 -4.3870 0.7562 -0.565
C 2.7016 -4.4670 -0.1782 -0.303
C 1.7787 -3.4352 -0.2942 -1.073
C 1.8733 -2.3186 0.5282 -0.326
C 2.8906 -2.2353 1.4695 -0.733
H 4.4562 -5.1760 0.8606 0.428
H 2.6252 -5.3377 -0.8155 0.392
H 0.9817 -3.5035 -1.0245 0.685
H 1.1553 -1.5121 0.4302 0.825
H 2.9809 -1.3790 2.1248 0.532
F -1.0878 6.9123 1.5289 -0.364
C 0.2598 6.8973 1.6276 0.019
C 1.0099 6.5253 0.5324 -0.143
C 2.3927 6.4979 0.6386 -0.342
C 3.0065 6.8384 1.8353 -0.595
C 2.2336 7.1981 2.9302 -0.484
C 0.8509 7.2317 2.8286 -0.312
H 0.5172 6.2598 -0.3842 0.454
H 2.9897 6.2047 -0.2143 0.435
H 4.0845 6.8116 1.9176 0.398
H 2.7069 7.4461 3.8702 0.396
H 0.2343 7.5073 3.6742 0.489
F 1.3867 2.5396 1.3616 -0.319
C 1.1897 2.6726 2.6996 0.331
C 1.8990 1.8660 3.5631 -0.669
C 1.6928 2.0121 4.9272 -0.446
C 0.7840 2.9491 5.4021 -0.623
C 0.0800 3.7472 4.5110 -0.465
C 0.2868 3.6117 3.1472 -0.215
H 2.5971 1.1382 3.1716 0.400
H 2.2433 1.3916 5.6206 0.421
H 0.6252 3.0557 6.4665 0.391
H -0.6306 4.4761 4.8763 0.422
H -0.2428 4.2274 2.4318 0.533
F 5.0947 -4.1685 9.7857 -0.317
C 5.0916 -4.1086 8.4385 0.253
C 4.7517 -5.2360 7.7188 -0.382
C 4.7469 -5.1681 6.3331 -0.413
C 5.0860 -3.9861 5.6886 -0.315
C 5.4277 -2.8664 6.4341 -0.433
C 5.4284 -2.9215 7.8205 -0.396
H 4.4963 -6.1488 8.2402 0.412
H 4.4767 -6.0411 5.7549 0.367
H 5.0841 -3.9377 4.6094 0.432
H 5.6961 -1.9455 5.9343 0.386
H 5.6856 -2.0584 8.4199 0.414
F -0.1152 -3.6514 -3.7309 -0.261
C -0.9529 -3.0661 -4.6180 0.124
C -1.4110 -1.7913 -4.3617 0.044
C -2.2667 -1.1943 -5.2755 -0.345
C -2.6571 -1.8782 -6.4199 -0.701
C -2.1867 -3.1633 -6.6534 -0.430
C -1.3227 -3.7632 -5.7488 -0.549
H -1.1058 -1.2839 -3.4631 0.367
H -2.6309 -0.1914 -5.0937 0.468
H -3.3279 -1.4099 -7.1275 0.415
H -2.4932 -3.7018 -7.5397 0.403
H -0.9404 -4.7619 -5.9150 0.458
F -6.1494 -8.5249 -4.0510 -0.323
C -5.0518 -7.7714 -3.8379 0.330
C -5.0030 -6.4960 -4.3636 -0.547
C -3.8738 -5.7220 -4.1397 -0.128
C -2.8125 -6.2342 -3.4051 -0.379
C -2.8823 -7.5203 -2.8885 -0.439
C -4.0111 -8.2985 -3.1007 -0.435
H -5.8391 -6.1202 -4.9381 0.420
H -3.8208 -4.7181 -4.5392 0.325
H -1.9313 -5.6294 -3.2348 0.385
H -2.0553 -7.9208 -2.3183 0.374
H -4.0889 -9.3008 -2.7016 0.412
```

The SMILES is COCC1=CC(=O)C(P(=O)(O)O)=C(C(F)(F)C(F)(F)F)C1=O.Fc1ccccc1.Fc1ccccc1.Fc1ccccc1.Fc1ccccc1.Fc1ccccc1.Fc1ccccc1. Its HOMO-LUMO gap is 7.35 eV.